#i
Molecular formula: H9NO3
Method: DFT, wB97M-V/def2-TZVPD

Geometry as XYZ:
```
13
H9NO3 wB97M-V/def2-TZVPD
N -0.51427 0.60941 2.15233
H -1.35350 0.97025 2.57991
H -0.47362 -0.35667 2.57926
H -0.87560 0.38697 1.23073
H 1.41538 0.29619 0.50580
H 2.13976 -1.09927 0.24358
O 2.25347 -0.18188 0.50416
H 1.27261 0.01884 -1.44824
H 0.77945 0.72049 -2.78409
O 0.53080 0.17285 -2.03301
H -0.99561 -0.45796 -1.51124
H -2.46670 -0.24755 -1.06546
O -1.71217 -0.83166 -0.95372
```

Summary:
- Total charge: 0
- LUMO energy: 0.57 eV
- Spin multiplicity: 1

Löwdin atomic charge list, values in e, 4 entries:
1. N 0.002
2. H -0.001
3. H 0.046
4. H -0.023

=====

#ii
Molecular formula: H9NO3
Method: DFT, wB97M-V/def2-TZVPD

Geometry as XYZ:
```
13
H9NO3 wB97M-V/def2-TZVPD
N -1.64895 -0.77907 -0.58277
H -1.98698 -0.09780 0.09128
H -0.65350 -0.71402 -0.73323
H -2.08341 -0.33402 -1.39165
H 0.03493 2.11922 -1.95727
H 0.60173 1.60831 -0.63966
O -0.19345 1.98906 -1.02975
H -1.35904 -3.76882 1.72801
H -0.77852 -2.49713 1.14878
O -0.86706 -2.97984 1.97960
H 3.18466 2.57295 0.51116
H 2.85869 1.12237 0.78518
O 2.89092 1.75879 0.09032
```

Summary:
- Total charge: 0
- LUMO energy: 0.48 eV
- Spin multiplicity: 1

Löwdin atomic charge list, values in e, 4 entries:
1. N 0.006
2. H 0.018
3. H -0.003
4. H 0.013

=====

Stability, highest: #i

=====

#i
Molecular formula: C2H8NO4
Method: DFT, wB97M-V/def2-TZVPD

Geometry as XYZ:
```
15
C2H8NO4 wB97M-V/def2-TZVPD
O -1.10571 0.81632 -1.57051
C -1.00775 0.47440 -0.36309
O -1.94842 0.18239 0.40640
C 0.44004 0.34515 0.17512
N 0.47933 0.48834 1.62906
H 0.81145 -0.56904 -0.30954
H 1.00079 1.20123 -0.19779
H -0.14584 -0.19332 2.05261
H 1.39056 0.25119 2.00137
H 1.88227 1.25220 -2.30318
H 0.48530 0.87779 -2.67827
O 1.39822 0.80611 -3.01845
H -0.58432 -2.17540 1.01049
H -1.82051 -1.48620 1.48945
O -1.27540 -2.27116 1.67634
```

Summary:
- Total charge: -1
- LUMO energy: 3.83 eV
- Spin multiplicity: 1

Löwdin atomic charge list, values in e, 4 entries:
1. O -0.082
2. C -0.701
3. O -0.067
4. C -0.236

=====

#ii
Molecular formula: C2H8NO4
Method: DFT, wB97M-V/def2-TZVPD

Geometry as XYZ:
```
15
C2H8NO4 wB97M-V/def2-TZVPD
O 1.45320 2.33844 1.70254
C 0.82475 1.77274 0.80780
N 1.38823 1.19736 -0.25710
C 0.70697 0.25128 -1.22655
O 0.02935 -0.73366 -0.62840
H -0.27494 1.73456 0.83298
H 2.39563 1.21497 -0.23709
H 1.58130 -0.09289 -1.82303
H 0.06014 0.89247 -1.85900
H -0.80398 -3.55371 -0.71435
H -0.89570 -2.11994 -1.10722
O -1.46840 -2.92872 -1.02528
H -2.46108 -1.50711 0.65061
H -1.22795 -0.62247 0.63256
O -2.16292 -0.63887 0.95262
```

Summary:
- Total charge: -1
- LUMO energy: 4.04 eV
- Spin multiplicity: 1

Löwdin atomic charge list, values in e, 4 entries:
1. O -0.063
2. C -0.401
3. N 0.032
4. C -0.427

=====

Stability, highest: #i

=====

#i
Molecular formula: C7H30O8
Method: DFT, wB97M-V/def2-TZVPD

Geometry as XYZ:
```
45
C7H30O8 wB97M-V/def2-TZVPD
C 0.45448 -2.64695 -0.25514
O 0.66721 -1.29977 -0.69432
H 1.31738 -3.27294 -0.51710
H 0.22989 -2.64964 0.77332
H -0.33124 -3.09733 -0.83250
H 1.01245 -1.30861 -1.62402
C 2.29177 0.74637 -2.72150
O 1.54736 -0.38890 -3.10078
H 1.71995 1.54114 -2.24259
H 2.97267 0.46686 -1.96062
H 2.85040 1.26656 -3.50020
H 1.07620 -0.13947 -3.91239
C 1.27844 3.39095 0.59187
O 0.21583 2.49513 0.38031
H 1.48644 3.54892 1.64622
H 2.21961 3.03120 0.13390
H 0.99100 4.35547 0.14487
H -0.05026 2.11003 1.20943
C -4.23578 1.02351 1.20603
O -4.12050 1.25876 -0.22257
H -4.44772 0.01565 1.52893
H -3.34772 1.36386 1.71796
H -4.99947 1.65527 1.63086
H -3.40988 0.71588 -0.59458
C -2.81856 -2.25695 -2.28260
O -2.28333 -3.53532 -2.05000
H -3.45045 -1.87503 -1.48730
H -2.00484 -1.55502 -2.37612
H -3.35302 -2.24772 -3.24527
H -3.00540 -4.14415 -2.20499
C 0.89074 0.96204 3.71556
O -0.11632 1.78165 3.05507
H 1.00069 -0.00217 3.19030
H 1.88458 1.43895 3.68278
H 0.63857 0.67893 4.71921
H -0.50947 2.43599 3.63601
C 3.51743 -1.39957 1.00044
O 2.52704 -0.39476 1.14852
H 4.14798 -1.42161 1.89262
H 3.07410 -2.42365 0.90636
H 4.14459 -1.27797 0.15286
H 1.79653 -0.68961 0.54877
O -1.52103 0.46879 -1.04877
H -1.24763 1.34835 -0.72062
H -0.70070 -0.07311 -1.01824
```

Summary:
- Total charge: 0
- LUMO energy: 0.64 eV
- Spin multiplicity: 1

Löwdin atomic charge list, values in e, 4 entries:
1. C -0.090
2. O -0.174
3. H 0.090
4. H 0.081

=====

#ii
Molecular formula: C7H30O8
Method: DFT, wB97M-V/def2-TZVPD

Geometry as XYZ:
```
45
C7H30O8 wB97M-V/def2-TZVPD
C -0.04649 -1.57496 -2.59977
C -0.75090 -0.28901 -2.18592
C -1.23239 -0.24981 -0.71155
C -2.12266 0.98300 -0.36632
C -2.46789 0.29987 1.98531
C -2.03137 1.20377 1.11716
C -1.49970 2.55080 1.53635
H 1.01314 -1.43507 -2.48299
H -0.46496 -2.42904 -2.06725
H -0.34273 -1.81921 -3.62118
H -0.18507 0.59543 -2.47429
H -1.67264 -0.19275 -2.76796
H -1.77790 -1.17745 -0.59994
H -0.30837 -0.04556 -0.16793
H -3.16400 0.83087 -0.65893
H -1.72132 1.85054 -0.88936
H -2.39696 0.47972 3.04373
H -3.00078 -0.61106 1.74992
H -1.03048 2.43258 2.50934
H -2.18116 3.40118 1.51883
H -0.74614 2.86698 0.80719
H 2.42486 -1.85717 3.96888
H 2.23553 -0.90482 2.87296
O 2.62587 -1.77695 3.02698
H 3.65219 0.22039 -1.56086
H 2.60260 -0.80009 -1.89079
O 3.27639 -0.25901 -2.31008
H 1.05512 1.25171 2.50372
H -0.19539 0.78016 3.19634
O 0.76816 0.77948 3.29524
H 1.84441 -0.36867 -4.02659
H 2.35296 0.91731 -3.83467
O 1.68232 0.50581 -4.40105
H 3.59180 -1.46143 1.10738
H 3.62617 -0.01970 1.52568
O 3.44830 -0.57415 0.76116
H -3.37338 -3.06496 -2.33912
H -2.34606 -3.06951 -1.15463
O -2.73846 -3.59618 -1.85100
H 0.98979 2.85975 -2.21017
H 0.69517 3.78079 -1.03670
O 0.86600 2.85829 -1.25538
H -0.34084 -0.99454 5.00799
H 0.05104 -1.34076 3.65502
O -0.66381 -1.53657 4.27524
```

Summary:
- Total charge: 0
- LUMO energy: 0.08 eV
- Spin multiplicity: 1

Löwdin atomic charge list, values in e, 4 entries:
1. C -0.090
2. C -0.257
3. C -0.177
4. C -0.164

=====

Stability, highest: #ii